[1]
Computed, not measured: a molecular structure, C27H22F3GaN4O6Sb in a non-equilibrium geometry, with ωB97M-V/def2-TZVPD.

The HOMO energy is -11.84 eV. For the calculated total energy, the calculation gives -4177.00892 Ha. Its charge is +1. The energy above the lowest of the compared OMol25 structures with the same formula, charge and spin comes out at 3.8 kcal per mole.

CARTESIAN COORDINATES (ANGSTROEM)
Ga -0.4477 -0.0399 -0.0224
C 0.5837 -2.9751 0.7939
C -0.7966 -2.6791 1.3082
C -1.5178 -3.6747 1.9539
C -2.8123 -3.4428 2.3730
C -3.3922 -2.2123 2.1010
C -2.6422 -1.2498 1.4545
N -1.3526 -1.4667 1.1133
Sb -3.6528 0.5962 1.0130
C -2.9120 1.2258 -0.9230
C -3.9000 1.7480 -1.7364
C -3.5571 2.2282 -2.9898
C -2.2349 2.1739 -3.3793
C -1.2704 1.6454 -2.5304
C 0.1579 1.5767 -2.9823
N -1.6129 1.1823 -1.3091
C -2.0333 1.6781 1.9366
C -2.2658 2.4704 3.0441
C -1.2480 3.2876 3.5169
C -0.0659 3.3382 2.8105
C 0.1194 2.5309 1.6950
C 1.3577 2.7042 0.8671
N -0.8307 1.6577 1.3077
H 0.6125 -3.9943 0.4128
H 0.8763 -2.3120 -0.0154
H 1.3125 -2.9009 1.6021
H -1.0492 -4.6389 2.1003
H -3.3770 -4.2217 2.8713
H -4.4215 -2.0076 2.3633
H -4.9259 1.7690 -1.3934
H -4.3113 2.6319 -3.6530
H -1.9290 2.5399 -4.3499
H 0.2827 2.1372 -3.9059
H 0.8338 1.9811 -2.2302
H 0.4392 0.5373 -3.1554
H -3.2390 2.4572 3.5194
H -1.3948 3.9060 4.3937
H 0.7270 4.0176 3.0989
H 1.3788 3.7218 0.4749
H 2.2592 2.5735 1.4669
H 1.3859 2.0207 0.0270
O 0.9390 -0.2683 1.8603
C 2.1643 -0.3441 1.8827
C 3.0199 -0.3015 0.7285
C 4.4022 -0.3709 0.9290
C 5.2443 -0.2957 -0.1430
C 4.7491 -0.1505 -1.4402
C 3.3944 -0.0794 -1.6532
C 2.4919 -0.1503 -0.5777
O 1.2116 -0.0925 -0.8441
N 6.7000 -0.3672 0.0734
O 7.4105 -0.2374 -0.9032
O 7.0947 -0.4177 1.2228
H 2.6652 -0.4444 2.8571
H 4.8149 -0.4814 1.9249
H 5.4466 -0.1009 -2.2644
H 2.9933 0.0144 -2.6544
F -1.6497 -2.6527 -3.9091
C -1.9628 -3.1035 -2.6853
F -3.1035 -3.7764 -2.7646
F -0.9978 -3.9570 -2.2946
C -2.0689 -1.9195 -1.6968
O -3.1636 -1.6384 -1.2319
O -0.9296 -1.3853 -1.4595

Forces on atoms 1 to 3 (eV/Å):
-0.1 0.0 -0.3
-0.1 0.0 0.1
0.1 0.1 -0.1


[2]
Computed, not measured: a molecular structure, C27H22F5N4OPdS2Sb, with ωB97M-V/def2-TZVPD.

The HOMO energy (alpha / beta) is -6.03 / -7.80 eV. For the calculated total energy, the calculation gives -3000.14245 Ha. The energy above the lowest of the compared OMol25 structures with the same formula, charge and spin comes out at 0.0 kcal per mole. The expectation value of S² is 2.0096. The spin multiplicity is 3.

CARTESIAN COORDINATES (ANGSTROEM)
Pd -1.6961 0.1976 0.0143
N -5.4429 1.8941 1.2140
C -6.0586 1.0086 0.3541
C -5.0707 0.2038 -0.1235
N -3.8762 0.5802 0.4262
C -4.1217 1.5959 1.2145
C -3.0472 2.2670 1.9252
N -1.7896 2.0936 1.5952
C -1.0560 2.8125 2.5015
C -1.8854 3.4284 3.3877
N -3.1609 3.0767 3.0071
H -5.8861 2.6721 1.6684
H -7.1164 1.0393 0.1669
H -5.1309 -0.6127 -0.8215
H 0.0199 2.8426 2.4664
H -1.6964 4.0684 4.2303
H -4.0047 3.3270 3.4906
F 5.7284 -1.1835 3.6417
C 4.7211 -0.9211 2.7850
C 4.9691 -0.0994 1.7034
C 3.9294 0.1635 0.8219
C 2.6679 -0.3883 1.0281
C 2.4506 -1.1971 2.1419
C 3.4817 -1.4781 3.0283
Sb 1.0391 -0.0408 -0.2800
C 1.8012 1.4617 -1.5637
C 2.8111 1.2308 -2.4957
C 3.2578 2.2456 -3.3292
C 2.6721 3.4919 -3.2150
F 3.0978 4.4810 -4.0248
C 1.6628 3.7611 -2.3134
C 1.2317 2.7318 -1.4877
C 1.2921 -1.6478 -1.6272
C 0.7202 -1.5602 -2.8939
C 0.7357 -2.6446 -3.7579
C 1.3241 -3.8166 -3.3263
F 1.3402 -4.8771 -4.1595
C 1.8977 -3.9449 -2.0783
C 1.8743 -2.8465 -1.2296
H 5.9568 0.3180 1.5627
H 4.1149 0.8057 -0.0310
H 1.4637 -1.6056 2.3382
H 3.3343 -2.1059 3.8965
H 3.2524 0.2445 -2.5866
H 4.0377 2.0832 -4.0605
H 1.2228 4.7480 -2.2755
H 0.4160 2.9231 -0.7971
H 0.2458 -0.6406 -3.2193
H 0.2943 -2.5950 -4.7438
H 2.3448 -4.8852 -1.7861
H 2.3262 -2.9405 -0.2482
C -1.7980 -4.2730 2.7759
O -1.9907 -3.8487 1.4253
C -1.8932 -2.5533 1.1334
S -1.5121 -1.3854 2.2901
S -2.1012 -2.1850 -0.5084
H -0.8199 -3.9623 3.1401
H -1.8732 -5.3563 2.7458
H -2.5681 -3.8506 3.4203
F -2.3594 2.5040 -1.6105
C -1.8939 1.2064 -1.8381
F -2.8692 0.6136 -2.6237
H -1.0168 1.3246 -2.4851

Forces on atoms 1 to 3 (eV/Å):
0.4 0.1 0.4
0.0 0.0 0.0
0.0 0.0 0.0


[3]
Computed, not measured: a molecular structure, C27H22HgN3O2P2, with ωB97M-V/def2-TZVPD.

The HOMO energy (alpha / beta) is -7.26 / -8.34 eV. For the calculated total energy, the calculation gives -2192.99604 Ha. The expectation value of S² is 0.7547. The spin multiplicity is 2.

CARTESIAN COORDINATES (ANGSTROEM)
Hg -2.2730 0.4602 -3.2061
O 0.2762 0.6719 -2.7589
P 1.1420 0.2902 -1.5953
C 0.6627 1.1467 -0.0589
P -0.9746 0.6199 0.5586
O -1.9176 0.3694 -0.5655
C -1.4933 1.9718 1.6277
C -1.3752 1.9595 3.0143
C -1.7742 3.0663 3.7529
C -2.2890 4.1820 3.1101
C -2.4249 4.1924 1.7270
C -2.0317 3.0907 0.9862
C -0.7060 -0.8208 1.5974
C -1.6403 -1.8484 1.4973
C -1.5157 -2.9766 2.2969
C -0.4637 -3.0785 3.1952
C 0.4677 -2.0525 3.3028
C 0.3464 -0.9249 2.5069
C 1.1145 -1.4572 -1.2108
C 0.1983 -2.2592 -1.8839
C 0.1298 -3.6165 -1.6014
C 0.9778 -4.1688 -0.6533
C 1.8978 -3.3708 0.0181
C 1.9674 -2.0165 -0.2599
C 2.8572 0.7713 -1.8811
C 3.1653 2.1340 -1.8888
C 4.4318 2.5618 -2.2521
C 5.3958 1.6339 -2.6262
C 5.0935 0.2811 -2.6365
C 3.8262 -0.1511 -2.2699
H 0.5571 2.1992 -0.3364
H 1.4202 1.0590 0.7214
H -0.9907 1.0845 3.5220
H -1.6895 3.0524 4.8319
H -2.5989 5.0425 3.6892
H -2.8461 5.0561 1.2290
H -2.1696 3.0751 -0.0892
H -2.4531 -1.7552 0.7874
H -2.2429 -3.7744 2.2194
H -0.3653 -3.9607 3.8147
H 1.2867 -2.1326 4.0062
H 1.0731 -0.1254 2.6024
H -0.4545 -1.8114 -2.6226
H -0.5820 -4.2418 -2.1240
H 0.9254 -5.2278 -0.4350
H 2.5602 -3.8077 0.7542
H 2.6878 -1.3944 0.2610
H 2.4090 2.8649 -1.6288
H 4.6676 3.6181 -2.2464
H 6.3800 1.9698 -2.9268
H 5.8447 -0.4405 -2.9309
H 3.5887 -1.2070 -2.2929
N -4.1549 1.3910 -2.4785
C -5.1684 0.8109 -2.6991
N -6.2706 0.2912 -2.9927
C -6.9293 -0.7070 -2.4434
N -7.5559 -1.5900 -2.0348

Forces on atoms 1 to 3 (eV/Å):
0.2 -0.1 0.1
0.2 -0.1 0.4
-0.2 0.2 -0.3


[4]
Computed, not measured: a molecular structure, C27H22IrN4O2Se in a non-equilibrium geometry, with ωB97M-V/def2-TZVPD.

The HOMO energy (alpha / beta) is -11.06 / -11.02 eV. For the calculated total energy, the calculation gives -3917.00811 Ha. Its charge is +1. The energy above the lowest of the compared OMol25 structures with the same formula, charge and spin comes out at 36.4 kcal per mole.

CARTESIAN COORDINATES (ANGSTROEM)
Ir 0.2006 1.1905 -1.3088
C 5.7125 -0.1553 -1.7796
C 4.9058 0.9589 -1.5790
C 3.5366 0.8221 -1.5336
C 2.9420 -0.4364 -1.7219
C 3.7658 -1.5592 -1.9183
C 5.1334 -1.4090 -1.9377
N 1.5868 -0.5172 -1.7376
N 0.9706 -1.6134 -2.0215
C -0.3642 -1.5384 -2.1252
C -1.1412 -2.6661 -2.4390
C -2.5062 -2.5460 -2.5805
C -3.1364 -1.3188 -2.4111
C -2.3868 -0.1912 -2.0847
C -1.0238 -0.2849 -1.9402
H 6.7851 -0.0433 -1.8142
H 5.3541 1.9346 -1.4693
H 2.9025 1.6897 -1.3791
H 3.2956 -2.5175 -2.0685
H 5.7639 -2.2709 -2.0914
H -0.6382 -3.6136 -2.5609
H -3.0933 -3.4184 -2.8287
H -4.2046 -1.2317 -2.5329
H -2.8836 0.7602 -1.9569
C 2.1177 -2.7018 1.4916
O 1.3163 -1.6103 1.9020
C -0.0188 -1.6810 1.6718
C -0.6547 -2.6809 0.9481
C -2.0281 -2.6607 0.7884
C -2.7838 -1.6289 1.3182
C -2.1711 -0.6262 2.0435
C -0.7907 -0.6468 2.2438
N -0.1322 0.2410 3.0995
C -0.4488 1.4927 3.3999
C -1.2532 2.3544 2.6209
C -1.9386 3.4293 3.2126
C -2.7841 4.2275 2.4773
C -2.9737 3.9774 1.1145
C -2.2622 2.9874 0.4836
C -1.3441 2.1864 1.1905
O -0.5614 1.3492 0.6036
H 1.7902 -3.6292 1.9745
H 3.1280 -2.4565 1.8154
H 2.1037 -2.8244 0.4038
H -0.0849 -3.4860 0.5127
H -2.5070 -3.4728 0.2629
H -3.8549 -1.6224 1.1905
H -2.7672 0.1537 2.4943
H 0.6783 -0.1759 3.5511
H -0.0359 1.8798 4.3232
H -1.8273 3.5800 4.2757
H -3.3122 5.0368 2.9535
H -3.6672 4.5810 0.5516
H -2.3583 2.8145 -0.5802
Se 0.2336 2.7084 -3.2359
C -0.0437 4.0115 -2.0134
N -0.2397 4.8672 -1.2669

Forces on atoms 1 to 3 (eV/Å):
0.2 -2.4 -0.1
-0.2 0.1 0.0
0.3 -0.1 0.0


[5]
Computed, not measured: a molecular structure, C27H23AsCoO3S in a non-equilibrium geometry, with ωB97M-V/def2-TZVPD.

The HOMO energy (alpha / beta) is -10.73 / -10.76 eV. For the calculated total energy, the calculation gives -5284.88776 Ha. Its charge is +1. The energy above the lowest of the compared OMol25 structures with the same formula, charge and spin comes out at 0.0 kcal per mole. The expectation value of S² is 6.0370. The spin multiplicity is 5.

CARTESIAN COORDINATES (ANGSTROEM)
Co 0.1188 0.9421 0.2636
S -1.6151 2.2096 1.0177
C -3.1207 1.4730 0.6498
C -4.2750 2.0708 1.1976
C -5.5097 1.4927 0.9995
C -5.6115 0.3226 0.2532
C -4.4791 -0.2683 -0.3087
C -3.2301 0.2901 -0.1252
As -1.6185 -0.3891 -0.9896
C -2.3489 -1.9124 -1.9472
C -2.4289 -3.1893 -1.4082
C -3.0177 -4.2051 -2.1492
C -3.5250 -3.9450 -3.4140
C -3.4404 -2.6675 -3.9514
C -2.8455 -1.6499 -3.2220
C -0.7585 -1.2766 0.5537
C 0.3369 -2.1094 0.2848
C 0.9429 -2.8204 1.3054
C 0.4735 -2.7050 2.6085
C -0.6116 -1.8889 2.8889
C -1.2337 -1.1860 1.8669
H -4.1708 2.9769 1.7794
H -6.3932 1.9474 1.4255
H -6.5807 -0.1338 0.1015
H -4.5794 -1.1699 -0.8996
H -2.0434 -3.3944 -0.4178
H -3.0815 -5.2021 -1.7338
H -3.9846 -4.7408 -3.9846
H -3.8279 -2.4660 -4.9410
H -2.7615 -0.6539 -3.6419
H 0.7064 -2.1920 -0.7294
H 1.7850 -3.4636 1.0874
H 0.9545 -3.2555 3.4059
H -0.9847 -1.8055 3.9008
H -2.0984 -0.5753 2.0932
C 4.9635 5.0167 2.7337
O 5.5957 4.1656 1.7843
C 4.8460 3.2686 1.1354
C 5.5374 2.4639 0.2044
C 4.8561 1.5286 -0.5107
C 3.4620 1.3229 -0.3566
C 2.7443 0.3638 -1.1470
C 3.4391 -0.5619 -2.1084
O 1.4988 0.2181 -1.1031
C 2.7805 2.1307 0.6069
O 1.5047 2.0031 0.8565
C 3.4879 3.1021 1.3280
H 5.7468 5.6553 3.1289
H 4.5222 4.4351 3.5449
H 4.1972 5.6299 2.2565
H 6.6002 2.6125 0.0779
H 5.4127 0.9404 -1.2240
H 4.5076 -0.4146 -2.1957
H 2.9781 -0.4495 -3.0896
H 3.2514 -1.5848 -1.7767
H 2.9258 3.6940 2.0344

Forces on atoms 1 to 3 (eV/Å):
1.4 -0.3 -0.8
-0.6 0.3 0.1
0.3 0.1 0.0


[6]
Computed, not measured: a molecular structure, C27H23BrCl5N3Na in a non-equilibrium geometry, with ωB97M-V/def2-TZVPD.

The HOMO energy is -4.52 eV. For the calculated total energy, the calculation gives -6244.32563 Ha. Its charge is -1. The energy above the lowest of the compared OMol25 structures with the same formula, charge and spin comes out at 14.1 kcal per mole.

CARTESIAN COORDINATES (ANGSTROEM)
Na 0.4395 0.5464 1.6455
C -4.3671 -3.4067 -0.4139
C -3.2369 -3.3815 0.5883
C -2.7397 -4.5334 1.1845
C -1.6796 -4.4683 2.0790
C -1.1625 -3.2105 2.3314
Br 0.3419 -2.9784 3.4764
N -1.6022 -2.1067 1.7912
C -2.6263 -2.1811 0.9380
H -4.8059 -4.4024 -0.4894
H -4.0116 -3.1195 -1.4058
H -5.1566 -2.7035 -0.1386
H -3.1833 -5.4961 0.9493
H -1.2732 -5.3516 2.5561
H -2.9616 -1.2285 0.5240
C 2.1895 2.7987 -1.8220
C 0.8627 2.2600 -2.3774
C 0.9661 0.7749 -2.6882
C 1.5953 0.3939 -3.8758
C 1.8791 -0.9324 -4.1588
C 1.5460 -1.9068 -3.2248
C 0.9141 -1.5739 -2.0322
C 0.6251 -2.6514 -1.0079
C 1.7983 -2.8237 -0.0294
C 0.5926 -0.2272 -1.7718
N -0.0657 0.0790 -0.5547
C -1.2250 0.6427 -0.6189
C -2.0335 1.0488 0.4899
C -3.2925 1.6751 0.3767
C -3.7330 1.8953 1.6805
C -2.7053 1.3899 2.5142
N -1.6896 0.8721 1.8156
H 2.1214 3.8707 -1.6094
H 3.0047 2.6322 -2.5333
H 2.4419 2.2912 -0.8872
H 0.6043 2.7946 -3.2940
H 0.0826 2.4737 -1.6542
H 1.8807 1.1706 -4.5814
H 2.3609 -1.2049 -5.0906
H 1.7742 -2.9513 -3.4220
H 0.4394 -3.5953 -1.5248
H -0.2744 -2.3980 -0.4482
H 2.7065 -3.1154 -0.5667
H 1.5849 -3.5841 0.7287
H 2.0134 -1.8829 0.4874
H -1.6755 0.8187 -1.6013
H -3.7938 1.9377 -0.5487
H -4.6529 2.3679 1.9977
H -2.6890 1.3817 3.6002
Cl -0.0449 4.3403 0.7247
C 1.5020 3.8822 1.4592
C 1.6808 2.5620 1.8262
C 2.9035 2.2865 2.3974
Cl 3.1920 0.5917 2.9034
C 3.9214 3.2167 2.6043
Cl 5.4327 2.7698 3.3338
C 3.6985 4.5330 2.2028
Cl 4.9249 5.7366 2.4245
C 2.4711 4.8721 1.6228
Cl 2.1897 6.5090 1.1179

Forces on atoms 1 to 3 (eV/Å):
0.5 -0.3 0.3
0.1 0.0 0.1
-0.1 0.1 -0.1